Record 1
Formula: C50H60CoGe2N4OSi
Source: OMol25
Level of theory: ωB97M-V/def2-TZVPD

Cartesian coordinates (Å):
1 Co 0.19091 0.20961 0.04229
2 N 0.74475 2.52290 2.06920
3 C 1.12848 2.26439 3.42777
4 C 1.10535 3.34496 4.30133
5 C 1.35700 3.17735 5.64848
6 C 1.59685 1.89727 6.12350
7 C 1.64767 0.83353 5.23937
8 C 1.47839 0.97306 3.85460
9 C 1.78510 -0.18960 2.93414
10 C 2.56185 -1.22687 3.49220
11 C 2.98390 -2.32273 2.76403
12 C 2.75567 -2.35282 1.39552
13 C 2.09917 -1.27610 0.82171
14 C 1.50990 -0.22519 1.54744
15 H 0.05029 1.84984 1.76860
16 H 0.34844 3.44914 1.96629
17 H 0.85731 4.32683 3.90903
18 H 1.33279 4.02749 6.31843
19 H 1.74774 1.72242 7.18134
20 H 1.82005 -0.15059 5.65126
21 H 2.88427 -1.16759 4.52298
22 H 3.54985 -3.10947 3.25024
23 H 3.12319 -3.17238 0.78502
24 H 2.05039 -1.26052 -0.26852
25 C 4.91546 2.18047 0.32328
26 C 3.71960 2.23945 1.29342
27 Ge 2.01018 2.19785 0.31122
28 C 1.68359 4.15241 -0.05873
29 C 2.66021 4.85451 -1.01759
30 C 2.26410 0.38247 -3.01161
31 C 1.25347 -0.53106 -3.77302
32 Ge -1.08972 -1.85072 -0.91890
33 C -2.71388 -1.80195 -2.10212
34 C -2.68915 -2.59284 -3.42041
35 C -0.63111 -3.78250 -0.98435
36 C 0.16099 -4.18816 -2.23941
37 C 1.75714 -1.11937 -5.08519
38 C 2.85346 -0.62494 -5.78331
39 C 3.24381 -1.18152 -6.99998
40 C 2.54871 -2.25163 -7.53964
41 C 1.44611 -2.75654 -6.85426
42 C 1.06068 -2.19222 -5.64905
43 H 5.85921 2.01465 0.85023
44 H 5.02277 3.10469 -0.24910
45 H 4.80927 1.36619 -0.40182
46 H 3.75251 3.14022 1.91623
47 H 3.74299 1.37403 1.96165
48 H 1.72763 4.65167 0.91613
49 H 0.65536 4.23784 -0.43400
50 H 3.66346 4.91078 -0.58858
51 H 2.34721 5.87973 -1.23271
52 H 2.74797 4.34516 -1.97912
53 H 3.25745 0.34440 -3.45942
54 H -2.95645 -0.74912 -2.28360
55 H -3.53177 -2.21804 -1.51028
56 H -1.85827 -2.33289 -4.07344
57 H -3.60451 -2.41531 -3.99128
58 H -2.63357 -3.66742 -3.23387
59 H -1.55563 -4.36045 -0.88192
60 H -0.01252 -4.01152 -0.11665
61 H -0.39136 -4.01824 -3.16406
62 H 0.42837 -5.24835 -2.21440
63 H 1.09809 -3.62573 -2.31991
64 H 3.41316 0.21885 -5.39853
65 H 4.09959 -0.77046 -7.52362
66 H 2.85824 -2.68883 -8.48150
67 H 0.88864 -3.59211 -7.25958
68 H 0.20109 -2.59397 -5.12324
69 C -0.82631 3.17064 -3.78512
70 Si -0.14111 1.70530 -2.82114
71 C 1.74311 1.83480 -2.91835
72 C -0.09578 0.22676 -3.99309
73 N -0.81018 1.42936 -1.25578
74 C -2.11116 1.68655 -0.88432
75 C -3.14686 2.14267 -1.74167
76 C -4.45211 2.35199 -1.32701
77 C -4.83092 2.08929 -0.01773
78 C -3.86148 1.61729 0.85752
79 C -2.55534 1.43612 0.43695
80 O -1.58745 0.87089 1.29172
81 C -1.78007 0.86243 2.67394
82 C -1.37441 -0.26563 3.35429
83 C -1.50184 -0.31991 4.73571
84 C -2.00079 0.77142 5.43484
85 C -2.34993 1.92260 4.74016
86 C -2.24179 1.97630 3.35747
87 H -0.06415 3.44959 -4.52138
88 H -1.03029 4.04793 -3.15797
89 H -1.74088 2.92947 -4.33620
90 H 1.93801 2.36107 -3.86357
91 H 2.38950 -0.00983 -1.99964
92 H 2.25435 2.39669 -2.13807
93 H -0.11253 0.64403 -5.00727
94 H -0.94972 -0.44221 -3.92142
95 H 1.04574 -1.38315 -3.12010
96 H -2.91147 2.30432 -2.78217
97 H -5.18250 2.70828 -2.04411
98 H -5.84824 2.24054 0.32173
99 H -4.13751 1.36624 1.87262
100 H -0.91113 -1.06606 2.80287
101 H -1.17610 -1.21148 5.26067
102 H -2.08880 0.73917 6.51453
103 H -2.70430 2.79514 5.27633
104 H -2.50511 2.87809 2.81998
105 N -4.31648 -2.37162 1.85711
106 C -3.62506 -1.77400 0.86862
107 N -2.37334 -2.16033 0.82903
108 C -2.23312 -3.09135 1.87951
109 C -1.09507 -3.71554 2.39293
110 C -1.25479 -4.51651 3.50500
111 C -2.51167 -4.69252 4.11411
112 C -3.63139 -4.03884 3.64709
113 C -3.45352 -3.22221 2.53412
114 H -5.28229 -2.19922 2.07055
115 H -4.05886 -1.02500 0.21792
116 H -0.11759 -3.53684 1.96122
117 H -0.38994 -5.01005 3.92959
118 H -2.59678 -5.33729 4.98012
119 H -4.59241 -4.13984 4.13764

## Properties
largest force on an atom = 0.0365 Eh/bohr
lowest unoccupied orbital energy (spin up / spin down) = 0.27 / 0.31 eV
energy above the lowest of the compared OMol25 structures with the same formula, charge and spin = 16.9 kcal/mol
HOMO-LUMO gap (spin up / spin down) = 6.51 / 6.59 eV
<S²> = 1.051
multiplicity = 2


Record 2
Formula: C50H60CuF3N6Sb
Source: OMol25
Level of theory: ωB97M-V/def2-TZVPD

Cartesian coordinates (Å):
1 Cu -1.39502 0.31386 0.32054
2 C 3.05768 1.99356 2.20764
3 C 1.57968 2.39456 2.14234
4 C 1.44578 3.92266 2.08814
5 C 0.84418 1.77956 3.31334
6 C 1.08348 2.23676 4.59324
7 C 0.52348 1.61576 5.69654
8 C -0.33192 0.54296 5.50414
9 C -0.62142 0.06976 4.23724
10 C -1.68862 -0.99464 4.08174
11 C -1.34482 -2.27644 4.83894
12 C -3.02322 -0.42294 4.57104
13 C -0.00352 0.66386 3.10524
14 N -0.16062 0.14656 1.83984
15 C 0.11908 -1.20194 1.72004
16 C -0.32942 -1.97044 0.70274
17 N -1.16452 -1.50944 -0.29716
18 C -1.54822 -2.46434 -1.19606
19 C -1.57012 -2.22884 -2.59746
20 C -1.58732 -3.30414 -3.46336
21 C -1.64272 -4.61264 -3.01716
22 C -1.85272 -4.83424 -1.66876
23 C -1.85552 -3.79124 -0.76586
24 C -2.38232 -4.04924 0.63254
25 C -3.88162 -4.36264 0.52484
26 C -1.66892 -5.18784 1.36204
27 C -1.66332 -0.84164 -3.19446
28 C -3.00732 -0.24644 -2.76406
29 C -0.50702 0.07396 -2.80726
30 H 3.59108 2.30026 1.30684
31 H 3.13568 0.91176 2.30584
32 H 3.54638 2.44846 3.06854
33 H 1.14468 1.94906 1.23514
34 H 2.19608 4.39896 2.71594
35 H 0.46918 4.24826 2.44164
36 H 1.58648 4.28896 1.07164
37 H 1.74998 3.07796 4.73044
38 H 0.75178 1.96446 6.69604
39 H -0.78452 0.06906 6.36794
40 H -1.79022 -1.23944 3.02124
41 H -1.22152 -2.07994 5.90204
42 H -0.41722 -2.69694 4.45944
43 H -2.13472 -3.01594 4.71674
44 H -2.96982 -0.19204 5.63274
45 H -3.83722 -1.12824 4.41154
46 H -3.25422 0.49876 4.03884
47 H 0.77978 -1.64224 2.46964
48 H 0.04668 -2.98344 0.60414
49 H -1.54192 -3.11364 -4.52756
50 H -1.58432 -5.44184 -3.70526
51 H -2.03262 -5.84584 -1.32876
52 H -2.27372 -3.13614 1.22394
53 H -4.04042 -5.25784 -0.07266
54 H -4.40342 -3.53894 0.04314
55 H -4.32252 -4.51924 1.50934
56 H -1.80632 -6.13204 0.83864
57 H -2.06222 -5.29644 2.37264
58 H -0.60262 -4.99054 1.43374
59 H -1.65012 -0.94464 -4.29016
60 H -3.00952 -0.19694 -1.67196
61 H -3.83682 -0.87914 -3.08256
62 H -3.15462 0.75456 -3.17426
63 H -0.57842 0.32946 -1.74746
64 H -0.50332 0.99006 -3.39616
65 H 0.43308 -0.44314 -2.96586
66 F 8.93648 0.20206 -1.58396
67 C 7.59328 0.07966 -1.40146
68 C 6.78608 -0.11224 -2.50436
69 C 5.42068 -0.23644 -2.31256
70 C 4.86128 -0.15214 -1.04316
71 C 5.70468 0.02826 0.04184
72 C 7.07588 0.13976 -0.12016
73 Sb 2.68988 -0.14814 -0.72346
74 C 2.45438 1.29266 -2.36186
75 C 2.71258 1.12156 -3.71456
76 C 2.60538 2.17616 -4.60826
77 C 2.22158 3.41106 -4.13226
78 F 2.12018 4.45076 -5.00206
79 C 1.93498 3.61746 -2.79426
80 C 2.06638 2.54966 -1.92446
81 C 2.46428 -2.13154 -1.57506
82 C 2.45558 -3.11944 -0.60016
83 C 2.19268 -4.43694 -0.91996
84 C 1.93888 -4.75444 -2.24016
85 F 1.68538 -6.04344 -2.57046
86 C 1.97128 -3.80214 -3.23636
87 C 2.22738 -2.48624 -2.89026
88 H 7.22648 -0.16514 -3.48876
89 H 4.79518 -0.39654 -3.17426
90 H 5.29268 0.08676 1.04014
91 H 7.73648 0.27516 0.72384
92 H 2.98388 0.15066 -4.09916
93 H 2.82618 2.04876 -5.65696
94 H 1.63338 4.59726 -2.45996
95 H 1.85988 2.69496 -0.87266
96 H 2.64548 -2.84844 0.43124
97 H 2.16478 -5.20674 -0.16406
98 H 1.78668 -4.09324 -4.25776
99 H 2.22998 -1.74194 -3.67086
100 C -3.80952 2.12056 -0.09346
101 N -2.35182 2.17676 0.05874
102 C -2.06092 3.01596 1.22844
103 N -2.60252 4.36336 1.07534
104 C -4.04362 4.25776 0.89284
105 N -4.38912 3.44756 -0.27106
106 C -3.78412 4.06486 -1.44766
107 N -2.33882 4.17856 -1.31566
108 C -1.79632 2.84006 -1.12996
109 C -2.03872 4.96616 -0.12616
110 H -4.23792 1.66156 0.80134
111 H -4.06422 1.50826 -0.96106
112 H -0.98212 3.07356 1.36634
113 H -2.51102 2.56026 2.11424
114 H -4.46332 5.26026 0.75784
115 H -4.48482 3.79616 1.78114
116 H -4.21542 5.06256 -1.58596
117 H -4.01062 3.45366 -2.32656
118 H -0.71322 2.90586 -1.03256
119 H -2.03682 2.25556 -2.01786
120 H -2.45452 5.97356 -0.24356
121 H -0.95262 5.03906 -0.02426

## Properties
largest force on an atom = 0.0236 Eh/bohr
lowest unoccupied orbital energy = 2.37 eV
energy above the lowest of the compared OMol25 structures with the same formula, charge and spin = 8.1 kcal/mol
net charge = -1
HOMO-LUMO gap = 4.95 eV
multiplicity = 1


Q: Among the records above, which one has the highest energy above the lowest of the compared OMol25 structures with the same formula, charge and spin?
A: C50H60CoGe2N4OSi